(1)
A 2-piece molecular cluster, C11H15N overall. Source: the Open Molecules 2025 dataset; level of theory: the ωB97M-V functional and the def2-TZVPD basis.

Computed properties:
- energy above the lowest of the compared OMol25 structures with the same formula, charge and spin (kJ/mol) = 52.7
- molar mass (Da) = 161.2
- LUMO level (spin up / spin down) (eV) = 3.27 / 3.21
- frontier orbital gap (spin up / spin down) (eV) = 2.6 / 5.9

The geometry in ORCA input format:
```
! RIJCOSX wB97M-V def2-TZVPD def2/J DEFGRID3
* xyz -1 2
C -0.69 -0.89 -5.26
C -1.76 -1.95 -5.15
H -0.66 -0.37 -6.22
H -0.87 -0.06 -4.59
H 0.38 -1.13 -5.22
H -1.47 -2.95 -5.47
H -2.59 -1.71 -5.83
H -2.22 -2.00 -4.16
C -1.90 2.24 0.83
C 0.21 0.80 1.37
C -1.09 0.99 0.84
C 0.55 -0.56 1.18
C -1.49 -0.20 0.24
C 2.36 1.11 2.46
C 2.61 -0.23 2.32
C 1.18 1.68 1.97
C 1.66 -1.15 1.76
N -0.43 -1.12 0.36
H 3.12 1.74 2.94
H 3.56 -0.58 2.72
H 0.85 2.69 2.13
H 1.87 -2.20 1.86
H -2.96 2.08 1.07
H -1.92 2.74 -0.14
H -2.47 -0.56 -0.05
H -0.67 -2.09 0.50
H -1.48 2.99 1.51
*
```



(2)
One molecule with the formula C19H30N2OS. Source: the Open Molecules 2025 dataset; level of theory: the ωB97M-V functional and the def2-TZVPD basis.

Computed properties:
- energy above the lowest of the compared OMol25 structures with the same formula, charge and spin (kJ/mol) = 0.0
- molar mass (Da) = 334.5
- LUMO level (eV) = 0.66
- structure (SMILES) = CSc1ccc(CN(C)[C@H](C)C(=O)NCC2CCCCC2)cc1
- frontier orbital gap (eV) = 8.8

The geometry in ORCA input format:
```
! RIJCOSX wB97M-V def2-TZVPD def2/J DEFGRID3
* xyz 0 1
C -3.36 5.95 -2.30
S -3.61 4.54 -1.18
C -2.00 3.82 -1.03
C -0.87 4.28 -1.69
C 0.34 3.64 -1.50
C 0.46 2.55 -0.66
C 1.77 1.85 -0.46
N 1.65 0.44 -0.81
C 1.43 0.28 -2.24
C 2.72 -0.40 -0.29
C 4.08 -0.27 -0.96
C 2.26 -1.87 -0.29
O 3.03 -2.80 -0.42
N 0.94 -2.01 -0.11
C 0.28 -3.29 -0.01
C -0.31 -3.54 1.38
C -1.07 -4.86 1.41
C -1.65 -5.13 2.79
C -0.55 -5.14 3.84
C 0.22 -3.82 3.83
C 0.80 -3.56 2.44
C -0.68 2.09 0.00
C -1.90 2.72 -0.18
H -2.65 6.64 -1.86
H -4.33 6.42 -2.39
H -3.02 5.60 -3.27
H -0.92 5.13 -2.35
H 1.21 4.01 -2.02
H 2.56 2.36 -1.04
H 2.05 1.90 0.60
H 1.43 -0.78 -2.48
H 2.19 0.78 -2.85
H 0.46 0.70 -2.49
H 2.83 -0.14 0.78
H 4.02 -0.55 -2.01
H 4.46 0.75 -0.88
H 4.78 -0.95 -0.48
H 0.39 -1.17 -0.05
H -0.52 -3.35 -0.76
H 1.03 -4.05 -0.24
H -1.01 -2.72 1.62
H -1.87 -4.84 0.67
H -0.39 -5.67 1.14
H -2.38 -4.35 3.04
H -2.18 -6.08 2.80
H 0.14 -5.96 3.63
H -0.97 -5.32 4.83
H 1.02 -3.85 4.56
H -0.46 -3.01 4.10
H 1.52 -4.34 2.19
H 1.33 -2.60 2.44
H -0.61 1.24 0.66
H -2.78 2.36 0.33
*
```



(3)
C14H26Br6O12 as an isolated structure. Source: the Open Molecules 2025 dataset; level of theory: the ωB97M-V functional and the def2-TZVPD basis.

Computed properties:
- energy above the lowest of the compared OMol25 structures with the same formula, charge and spin (kJ/mol) = 0.0
- molar mass (Da) = 865.8
- LUMO level (eV) = -0.82
- frontier orbital gap (eV) = 9.6

The geometry in ORCA input format:
```
! RIJCOSX wB97M-V def2-TZVPD def2/J DEFGRID3
* xyz 0 1
C 0.29 -4.72 -1.93
Br -1.62 -4.26 -1.41
Br 1.48 -4.41 -0.43
Br 0.91 -3.52 -3.37
H 0.42 -5.72 -2.35
C 0.67 -1.16 0.93
Br 2.51 -0.86 0.42
Br -0.66 -0.77 -0.60
Br 0.13 -0.47 2.77
H 0.64 -2.24 1.06
C -0.06 1.09 -3.86
O -0.82 0.73 -4.99
C -2.08 0.93 -4.94
O -2.78 1.48 -4.02
O -2.65 0.53 -6.16
C -4.02 0.93 -6.40
H 0.71 0.33 -3.96
H -0.53 1.15 -2.87
H 0.57 1.96 -4.05
H -4.55 1.12 -5.46
H -4.61 0.24 -7.00
H -3.96 1.85 -6.99
C 1.04 2.77 1.85
O 0.61 3.01 3.17
C 1.15 4.01 3.81
O 2.16 4.61 3.40
O 0.64 3.90 5.03
C 1.28 4.61 6.05
H 0.89 3.61 1.17
H 0.60 1.87 1.42
H 2.09 2.51 1.93
H 0.63 4.51 6.93
H 1.45 5.68 6.00
H 2.21 4.23 6.47
C 5.71 -0.14 -0.82
O 6.76 -0.19 0.13
C 6.60 -0.99 1.16
O 5.54 -1.56 1.41
O 7.60 -1.05 2.04
C 7.54 -1.74 3.26
H 5.99 -0.96 -1.48
H 5.81 0.69 -1.52
H 4.67 -0.17 -0.50
H 6.69 -1.51 3.90
H 8.42 -1.41 3.81
H 7.49 -2.81 3.06
C -4.21 -0.01 0.71
O -4.92 -1.19 0.23
C -6.21 -1.45 0.41
O -6.91 -0.66 0.97
O -6.55 -2.61 -0.21
C -7.84 -3.10 -0.13
H -3.30 0.24 0.16
H -4.11 -0.20 1.77
H -4.85 0.84 0.49
H -8.17 -3.47 0.84
H -8.00 -3.82 -0.93
H -8.52 -2.29 -0.41
*
```



(4)
One molecule with the formula C4H2O3. Source: the Open Molecules 2025 dataset; level of theory: the ωB97M-V functional and the def2-TZVPD basis.

Computed properties:
- energy above the lowest of the compared OMol25 structures with the same formula, charge and spin (kJ/mol) = 761.8
- molar mass (Da) = 98.1
- LUMO level (eV) = -0.24
- frontier orbital gap (eV) = 9.6

The geometry in ORCA input format:
```
! RIJCOSX wB97M-V def2-TZVPD def2/J DEFGRID3
* xyz 0 1
C -1.30 0.24 -1.03
C -0.26 0.46 -0.07
C 0.22 -0.98 0.06
C 1.20 0.09 0.00
O -0.06 -2.11 0.24
O -2.15 0.73 -0.11
O -1.16 1.01 0.87
H 1.78 0.27 -0.89
H 1.73 0.30 0.93
*
```